Below is an isolated molecule of C22H25N3O3S2, with properties calculated with the ωB97M-V functional and the def2-TZVPD basis.

HOMO level	-7.7663	eV
SMILES	O=C(CSc1cn(CCNC(=O)c2cccs2)c2ccccc12)NC[C@H]1CCCO1
ΔE to the lowest compared entry with this formula, charge and spin	6.77	kcal/mol
gap between HOMO and LUMO	8.369	eV

Element x y z (Å)
1 O -0.5886 -1.0499 2.1882
2 C 0.2773 -1.8511 1.8729
3 C 0.0259 -3.3440 1.8479
4 S 0.0482 -3.9477 0.1122
5 C -1.0714 -2.7621 -0.5527
6 C -2.3657 -2.5838 -0.1551
7 N -2.8995 -1.4910 -0.7706
8 C -4.1542 -0.8979 -0.4011
9 C -4.0740 -0.3014 1.0210
10 N -2.8888 0.5044 1.1955
11 C -2.7434 1.6541 0.4965
12 O -3.6075 2.1012 -0.2390
13 C -1.4685 2.3524 0.7276
14 C -0.6444 2.3289 1.8188
15 C 0.4417 3.2179 1.6964
16 C 0.4273 3.8952 0.5161
17 S -0.9155 3.4748 -0.4639
18 C -1.9391 -0.9328 -1.5751
19 C -1.9746 0.1964 -2.3862
20 C -0.8394 0.5059 -3.1034
21 C 0.3076 -0.2905 -3.0407
22 C 0.3575 -1.4087 -2.2385
23 C -0.7700 -1.7280 -1.4844
24 N 1.5295 -1.5046 1.5453
25 C 1.9831 -0.1413 1.4170
26 C 2.4437 0.1271 -0.0211
27 C 3.0073 1.5443 -0.2143
28 C 4.2883 1.3040 -1.0133
29 C 4.6907 -0.0845 -0.5231
30 O 3.4764 -0.7904 -0.3735
31 H 0.8111 -3.8916 2.3666
32 H -0.9441 -3.5700 2.2885
33 H -2.9456 -3.1650 0.5362
34 H -4.3808 -0.0977 -1.1058
35 H -4.9501 -1.6477 -0.4393
36 H -4.9549 0.3276 1.1792
37 H -4.0525 -1.0934 1.7702
38 H -2.0808 0.0675 1.6217
39 H -0.8231 1.7152 2.6835
40 H 1.1937 3.3517 2.4537
41 H 1.1293 4.6265 0.1671
42 H -2.8495 0.8245 -2.4459
43 H -0.8371 1.3824 -3.7339
44 H 1.1697 -0.0172 -3.6315
45 H 1.2395 -2.0300 -2.1864
46 H 2.1512 -2.2004 1.1569
47 H 1.1552 0.5200 1.6775
48 H 2.8177 0.0224 2.1085
49 H 1.6007 -0.0654 -0.6955
50 H 2.3007 2.1877 -0.7318
51 H 3.2386 1.9896 0.7542
52 H 5.0546 2.0525 -0.8280
53 H 4.0688 1.2703 -2.0802
54 H 5.3121 -0.6397 -1.2268
55 H 5.2157 -0.0167 0.4418

Forces on atoms 1 to 2 (eV/Å):
O -0.3 0.2 0.2
C 0.2 -0.4 0.1



Below is an isolated molecule of C22H25N3O5S in a non-equilibrium geometry, with properties calculated with the ωB97M-V functional and the def2-TZVPD basis.

HOMO level	-9.2754	eV
SMILES	COc1ccc(CN2C(=O)c3cccnc3C2=O)cc1S(=O)(=O)N[C@@H]1CCCC[C@H]1C
ΔE to the lowest compared entry with this formula, charge and spin	47.99	kcal/mol
gap between HOMO and LUMO	8.585	eV

Element x y z (Å)
1 C -5.0821 -1.7585 0.5457
2 O -3.8065 -1.3137 0.9832
3 C -2.7403 -1.9049 0.3600
4 C -2.2720 -3.1556 0.7538
5 C -1.1103 -3.6702 0.2050
6 C -0.4132 -2.9674 -0.7682
7 C 0.9170 -3.4397 -1.2955
8 N 1.9363 -2.4777 -0.9176
9 C 2.3496 -2.3062 0.3944
10 O 2.0084 -2.9894 1.3247
11 C 3.2701 -1.1433 0.3632
12 C 3.9935 -0.5037 1.3515
13 C 4.7530 0.5907 0.9489
14 C 4.7503 0.9727 -0.3882
15 N 4.0611 0.3553 -1.3390
16 C 3.3411 -0.6754 -0.9540
17 C 2.4670 -1.5416 -1.8017
18 O 2.2378 -1.5084 -2.9780
19 C -0.9063 -1.7398 -1.1937
20 C -2.0486 -1.2174 -0.6294
21 S -2.6170 0.3975 -1.1557
22 O -1.7092 0.8500 -2.1717
23 O -4.0100 0.3145 -1.4897
24 N -2.5067 1.3017 0.2322
25 C -1.3831 2.1884 0.4979
26 C -1.3125 3.3342 -0.5185
27 C -0.0966 4.2205 -0.2757
28 C 1.1735 3.3811 -0.3453
29 C 1.1216 2.2863 0.7127
30 C -0.0870 1.3664 0.5206
31 C -0.1328 0.3277 1.6405
32 H -5.1526 -2.8504 0.5712
33 H -5.8006 -1.3274 1.2397
34 H -5.2792 -1.3934 -0.4660
35 H -2.8011 -3.6990 1.5221
36 H -0.7329 -4.6200 0.5524
37 H 0.9184 -3.4862 -2.3877
38 H 1.1796 -4.4133 -0.8751
39 H 3.9630 -0.8368 2.3778
40 H 5.3399 1.1432 1.6656
41 H 5.3311 1.8213 -0.7224
42 H -0.4091 -1.1674 -1.9626
43 H -3.4106 1.6738 0.4701
44 H -1.5457 2.6021 1.5024
45 H -2.2310 3.9233 -0.4552
46 H -1.2550 2.9009 -1.5166
47 H -0.1699 4.6905 0.7087
48 H -0.0663 5.0129 -1.0253
49 H 2.0521 4.0099 -0.1853
50 H 1.2559 2.9273 -1.3342
51 H 1.0655 2.7461 1.7033
52 H 2.0346 1.6876 0.6773
53 H -0.0009 0.8648 -0.4471
54 H 0.7003 -0.3674 1.5600
55 H -1.0589 -0.2379 1.6053
56 H -0.0718 0.8211 2.6090

Forces on atoms 1 to 2 (eV/Å):
C -0.3 -0.1 -0.2
O 0.4 -0.1 0.1